The ion C20H43BF2N3O8P2S with charge +1, computed with ωB97M-V/def2-TZVPD.

Output
HOMO level   -10.81 eV
Electronic energy   -77800.3291 eV
Total charge   +1
2S+1   1
Orbital gap   7.8 eV

Atoms and positions in Å:
C: -0.68229 2.57775 -3.43205
C: 0.46134 1.55261 -2.96253
P: 0.12621 1.31582 -1.12731
C: 0.61876 3.03919 -0.47837
C: 1.21761 -0.04029 -0.29407
C: 2.73682 -0.10951 -0.65169
C: 3.36489 0.96149 -1.57102
C: 3.65324 0.55032 -3.07671
N: 3.76160 2.12291 -1.20881
C: 0.63069 -1.47266 -0.70596
C: 0.55738 -1.64994 -2.28119
C: 0.99531 -3.10449 -2.70209
F: -0.08081 -3.96207 -2.85391
O: -0.68801 -1.70475 -0.24846
C: -0.67620 -2.00925 1.16839
C: -0.52048 -3.58434 1.22502
B: -1.79198 -4.37824 0.61824
O: -2.38243 -5.41308 1.39680
O: -2.39642 -4.14149 -0.62635
O: -1.84037 -1.65415 1.83315
C: -2.95207 -1.30975 1.01923
C: -3.04249 0.17390 0.55057
N: -2.98136 1.17202 1.62540
C: -4.18067 2.01835 1.71382
C: -4.46094 2.89853 0.44796
C: -3.19191 3.31790 -0.37043
O: -5.49216 2.30755 -0.36417
C: 0.61710 -1.24931 1.90141
S: -0.04568 -0.84881 3.63789
P: 2.01968 -2.46024 2.34721
O: 3.31399 -2.41844 1.28480
O: 2.51578 -2.28246 3.95827
N: 0.94844 0.04500 1.22152
F: -0.31290 0.71132 1.27729
C: 1.80535 1.02832 1.93956
O: 2.78025 0.46842 2.78352
C: 3.50225 1.47713 3.49718
H: -0.30776 3.30207 -4.18169
H: -1.16487 3.08769 -2.56404
H: -1.50272 1.98635 -3.90811
H: 0.31024 0.67001 -3.60602
H: 1.41094 2.10281 -3.17072
H: 1.70412 3.14190 -0.27037
H: 0.36095 3.82523 -1.22315
H: 0.04694 3.19940 0.46962
H: 2.96378 -1.08867 -1.14490
H: 3.41073 -0.14957 0.24865
H: 4.76923 0.61252 -3.16817
H: 3.39801 -0.50891 -3.29274
H: 3.24780 1.27953 -3.80336
H: 4.13024 2.57739 -2.05113
H: 1.34720 -2.29507 -0.43360
H: -0.44801 -1.38139 -2.66330
H: 1.32264 -0.99518 -2.76428
H: 1.80898 -3.50855 -2.05648
H: 1.45240 -2.99365 -3.71728
H: 0.33705 -3.93789 0.59580
H: -0.43572 -3.95126 2.27538
H: -2.45309 -6.17902 0.81394
H: -1.82420 -3.64818 -1.22573
H: -3.11219 -1.94791 0.11260
H: -3.86774 -1.50238 1.63809
H: -2.22020 0.33589 -0.19715
H: -3.99219 0.26893 -0.03612
H: -2.74279 0.72799 2.50584
H: -5.08167 1.37850 1.90289
H: -4.04635 2.68964 2.59260
H: -4.92390 3.84379 0.82355
H: -3.39802 3.08559 -1.44816
H: -2.24770 2.82350 -0.05978
H: -3.04869 4.42384 -0.34195
H: -5.07152 1.80439 -1.06854
H: -0.13348 0.50764 3.75646
H: 3.62132 -3.29895 1.04874
H: 3.40138 -2.66812 4.04289
H: 1.19284 1.72393 2.56982
H: 2.35159 1.72249 1.24562
H: 3.38242 2.50072 3.07682
H: 4.58500 1.20994 3.46119
H: 3.20915 1.45815 4.57255

Cartesian forces, eV/Å:
C -0.6 -1.0 0.4
C 0.1 1.6 -0.5
P -1.3 1.0 -0.9
C 0.5 -0.5 0.5
C 0.7 -1.4 -1.2
C 1.5 -0.1 0.6
C 0.1 0.4 -1.8
C 0.9 -0.3 1.1
N -0.8 -1.2 0.2
C -0.2 0.2 -2.1
C 1.1 -0.5 0.7
C 0.4 1.5 -1.4
F 0.3 0.1 0.7
O 0.8 0.7 1.4
C 1.0 -2.2 -0.6
C -0.8 0.2 0.1
B -1.5 -0.4 0.0
O 1.6 1.2 -1.1
O 1.1 -0.5 1.1
O 0.6 0.2 -1.3
C -2.7 0.6 -0.8
C 0.7 -0.6 -0.7
N 0.0 0.0 -0.6
C 0.0 -0.1 0.5
C 0.1 0.6 0.5
C -0.4 0.2 -0.6
O 0.6 0.2 0.1
C -0.1 1.6 1.5
S 0.3 -0.2 0.6
P 0.0 -4.1 1.0
O -0.3 2.0 0.7
O 0.2 1.2 -2.0
N -0.9 0.5 -0.2
F -0.1 0.3 0.2
C 2.1 2.8 1.6
O -0.6 -0.7 -1.0
C 0.9 0.1 0.8
H -0.1 -0.4 0.6
H 0.5 -0.1 -0.8
H 0.6 0.5 0.3
H 0.6 0.3 0.6
H -0.5 -0.9 0.1
H -0.6 -0.1 -0.2
H 0.0 -0.8 0.5
H 0.4 0.0 -0.8
H -0.4 0.7 0.4
H -0.8 0.1 -0.5
H -0.9 -0.1 0.0
H -0.1 0.8 -0.1
H 0.0 -0.6 0.4
H 0.1 0.2 0.4
H -0.6 0.9 0.6
H 0.6 -0.2 0.2
H -0.7 -0.4 0.4
H -0.9 0.0 -0.1
H -0.4 -0.3 0.7
H -0.4 0.3 0.8
H 0.3 0.3 -0.9
H -0.7 -0.1 0.1
H -0.1 0.1 0.0
H 0.6 0.3 0.8
H 1.0 0.0 -0.1
H -0.7 0.0 0.6
H 0.6 -0.2 0.7
H -0.3 0.1 0.0
H 0.4 0.7 -0.2
H -0.1 -0.4 -0.6
H 0.2 -0.8 -0.2
H 0.3 0.1 0.8
H -0.8 0.2 -0.1
H -0.1 -0.8 0.1
H -0.1 0.0 0.0
H 0.3 -0.6 -0.7
H -0.3 -0.2 0.3
H 0.0 0.1 0.0
H -0.3 -0.9 -0.8
H -0.8 -1.0 -0.3
H -0.1 -0.7 0.2
H -0.9 0.2 -0.1
H -0.1 0.1 -0.8

A structure of composition C24H37Ge2N2O3SeV, computed with ωB97M-V/def2-TZVPD.

Output
HOMO level (alpha / beta)   -3.49 / -4.66 eV
Electronic energy   -238677.0247 eV
Energy above the lowest of the compared OMol25 structures with the same formula, charge and spin   131.5 kJ/mol
Total charge   -1
2S+1   4
Orbital gap (alpha / beta)   6.1 / 7.2 eV

Atoms and positions in Å:
V: -0.20162 -0.19649 -0.53661
C: -3.59777 -2.92347 0.66372
O: -3.51902 -2.99413 -0.75252
C: -2.31659 -2.80700 -1.38302
C: -2.31379 -3.14117 -2.72705
C: -1.16378 -3.05268 -3.50822
C: 0.02560 -2.64284 -2.93716
C: 0.04593 -2.28219 -1.58993
C: 1.21447 -1.83368 -0.81530
N: 1.89355 -0.78123 -1.16710
N: 2.78328 -0.32064 -0.19986
C: 2.18785 0.32069 0.76799
O: 0.92680 0.62069 0.80455
C: 3.03611 0.75731 1.91019
C: 4.41813 0.57094 1.90757
C: 5.17602 0.94389 3.00447
C: 4.56617 1.50114 4.12168
C: 3.19200 1.69325 4.12813
C: 2.43189 1.32765 3.02775
C: -1.13687 -2.29944 -0.77510
O: -1.03817 -1.80402 0.42873
H: -4.52657 -3.42763 0.93673
H: -3.63609 -1.89038 1.01125
H: -2.76136 -3.42211 1.14677
H: -3.24855 -3.48142 -3.15596
H: -1.20091 -3.32247 -4.55643
H: 0.94164 -2.62169 -3.51583
H: 1.42003 -2.32222 0.13851
H: 4.87494 0.12845 1.03292
H: 6.24942 0.79563 2.99488
H: 5.16004 1.78186 4.98324
H: 2.71274 2.12597 4.99801
H: 1.35965 1.47060 3.01170
C: -4.73226 2.55945 -0.50096
Ge: -2.81161 2.36801 0.02518
C: -1.90822 3.97139 -0.72221
C: -2.71078 2.59825 1.99213
C: -2.13214 0.63544 -0.52404
H: -5.17447 3.48550 -0.12465
H: -5.31538 1.71929 -0.11901
H: -4.80965 2.55426 -1.59035
H: -2.37775 4.89639 -0.38039
H: -1.93103 3.94951 -1.81132
H: -0.86389 3.98130 -0.40444
H: -2.93483 3.62424 2.28981
H: -1.69626 2.35304 2.31290
H: -3.40490 1.92985 2.50409
H: -2.47266 0.47927 -1.56484
H: -2.71146 -0.06715 0.08870
C: -1.48198 0.56997 -5.25905
Ge: 0.20086 1.59098 -5.27061
C: -0.14070 3.53017 -5.13580
C: 1.18931 1.29732 -6.96631
C: 1.21397 0.96988 -3.69780
Se: 0.29060 1.61148 -2.07159
C: 1.77824 2.68503 -1.40322
H: -2.22290 0.98183 -5.94448
H: -1.89146 0.58726 -4.24690
H: -1.29576 -0.47083 -5.52680
H: -0.81102 3.87171 -5.92576
H: 0.79336 4.09019 -5.21178
H: -0.59176 3.74795 -4.16918
H: 0.57982 1.62731 -7.80924
H: 1.43590 0.24484 -7.11035
H: 2.11573 1.87334 -6.96790
H: 2.24388 1.31965 -3.66101
H: 1.21718 -0.11573 -3.62798
H: 2.00896 3.47161 -2.11829
H: 2.63140 2.03180 -1.23970
H: 1.45091 3.11096 -0.45758

Cartesian forces, eV/Å:
V -0.4 -0.3 -0.2
C -0.1 0.1 0.1
O 0.1 0.1 0.0
C -0.3 -0.1 -0.1
C 0.0 0.0 0.1
C 0.2 0.1 0.0
C -0.1 0.0 -0.2
C -0.2 -0.2 0.0
C 0.6 -0.5 0.3
N -0.2 0.1 -0.1
N 0.3 -0.2 0.6
C 0.0 -0.1 -0.5
O 0.9 0.5 1.2
C 0.1 0.2 0.2
C -0.1 0.0 -0.1
C 0.0 0.0 0.0
C 0.0 0.0 0.0
C 0.1 0.0 0.1
C 0.0 0.0 -0.1
C 0.0 -0.7 -0.2
O -0.2 -0.5 0.4
H 0.0 0.0 -0.1
H 0.1 0.0 0.0
H 0.1 0.0 0.0
H 0.0 0.0 0.0
H 0.0 0.0 0.0
H 0.0 0.0 0.0
H 0.0 0.0 0.0
H 0.0 0.0 0.0
H 0.0 0.0 0.0
H 0.0 0.0 0.0
H 0.0 0.0 0.0
H 0.0 0.0 0.0
C 0.2 0.1 0.1
Ge -0.2 0.0 0.0
C 0.0 -0.2 0.0
C 0.1 -0.1 -0.2
C -0.8 0.6 0.0
H 0.0 0.0 0.0
H 0.0 0.0 0.0
H 0.0 0.0 0.0
H -0.1 -0.1 0.1
H 0.0 0.0 0.0
H 0.0 0.0 0.0
H 0.0 0.0 0.0
H 0.0 0.0 0.0
H 0.0 0.0 0.0
H -0.1 0.1 0.0
H -0.1 0.0 0.0
C 0.2 0.1 0.0
Ge 0.0 0.0 -0.1
C 0.1 -0.2 0.0
C -0.1 0.0 0.3
C -0.3 0.1 0.0
Se 0.4 1.4 -1.4
C -0.1 -0.2 0.0
H 0.0 0.0 0.0
H -0.1 0.0 0.0
H 0.0 0.0 0.0
H 0.0 0.0 0.0
H 0.0 0.0 0.0
H 0.0 0.0 0.0
H 0.0 0.0 0.0
H 0.0 0.0 0.0
H 0.0 0.0 0.0
H 0.0 0.0 0.0
H 0.1 0.0 0.0
H -0.1 0.0 0.0
H 0.0 0.0 0.0
H 0.0 0.0 0.0

A structure of composition C4H10I2Si, computed with ωB97M-V/def2-TZVPD.

Output
HOMO level (alpha / beta)   -8.90 / -9.20 eV
Electronic energy   -28387.0312 eV
Energy above the lowest of the compared OMol25 structures with the same formula, charge and spin   459.4 kJ/mol
Total charge   0
2S+1   1
Orbital gap (alpha / beta)   6.5 / 7.8 eV

Atoms and positions in Å:
C: -0.15578 0.13919 -1.97759
C: 0.26741 -1.44872 0.69853
C: -2.13671 0.40979 0.74936
C: 0.83459 1.62137 0.56073
Si: -0.31004 0.20408 0.02888
I: 4.70518 -0.98371 -0.00100
I: 2.73641 1.48774 -0.12719
H: -0.47429 1.11729 -2.43046
H: 0.91757 -0.12682 -2.25149
H: -0.72802 -0.69550 -2.19273
H: 0.70589 -1.22092 1.75032
H: -0.54903 -2.11286 0.74786
H: 1.08639 -1.97727 0.21155
H: -2.02987 0.99104 1.59619
H: -2.83483 0.94216 0.09499
H: -2.79169 -0.36459 1.05520
H: 0.75682 2.01771 1.48684

Cartesian forces, eV/Å:
C 2.0 2.0 2.3
C 2.2 1.3 1.7
C 0.8 0.4 -2.5
C -0.2 -2.3 -2.5
Si -0.8 -0.4 -1.9
I -0.1 0.1 0.1
I 0.0 0.2 -0.1
H 0.2 -1.2 0.2
H -1.3 0.6 0.4
H -1.5 -1.4 -1.0
H -1.0 -0.6 -1.4
H -1.1 -0.8 0.4
H 0.0 0.3 -0.4
H 0.2 1.5 1.9
H 0.5 0.5 -0.3
H 0.2 -1.7 0.2
H 0.0 1.5 2.9

> The highest total charge belongs to which entry?

C20H43BF2N3O8P2S

> Which value of 2S+1 does entry 3 give?

1

> What is the formula in the first record?

C20H43BF2N3O8P2S

> Which value of total charge does entry 3 give?

0